C37H62N8O7PSSiTc | wB97M-V/def2-TZVPD

The LUMO energy (spin up / spin down) is -0.10818 / -0.14403 Eh. The calculation puts the HOMO energy (spin up / spin down) at -10.596 / -10.918 eV. Its net charge is +1. The spin multiplicity is 4. As for the orbital gap (spin up / spin down): 7.7 / 7.0 eV.

CARTESIAN COORDINATES (ANGSTROEM)
Tc (0.73, -0.36, 0.75)
O (1.87, 1.09, 1.41)
C (1.73, 1.94, 2.40)
C (2.64, 3.01, 2.51)
C (2.53, 3.92, 3.54)
C (1.51, 3.81, 4.49)
C (0.61, 2.78, 4.40)
C (0.69, 1.83, 3.36)
C (-0.29, 0.80, 3.32)
N (-0.37, -0.15, 2.43)
N (-1.44, -1.01, 2.54)
C (-1.49, -1.85, 1.55)
O (-0.59, -1.83, 0.60)
C (-2.61, -2.80, 1.44)
C (-2.48, -3.92, 0.63)
C (-3.54, -4.80, 0.48)
C (-4.74, -4.55, 1.13)
C (-4.88, -3.42, 1.93)
C (-3.82, -2.55, 2.09)
H (3.42, 3.09, 1.77)
H (3.24, 4.73, 3.60)
H (1.44, 4.52, 5.30)
H (-0.19, 2.69, 5.12)
H (-1.05, 0.78, 4.09)
H (-1.53, -4.10, 0.14)
H (-3.43, -5.67, -0.15)
H (-5.57, -5.24, 1.01)
H (-5.82, -3.23, 2.42)
H (-3.91, -1.67, 2.72)
C (-7.05, 5.31, -0.78)
C (-5.71, 4.71, -0.37)
S (-4.48, 6.02, -0.42)
O (-4.80, 6.98, 0.59)
O (-4.32, 6.44, -1.79)
C (-2.93, 5.20, 0.06)
C (-2.41, 4.41, -1.14)
N (-1.28, 3.54, -0.80)
C (-1.37, 2.31, -0.27)
N (-0.18, 1.72, -0.23)
C (0.72, 2.59, -0.75)
C (0.06, 3.72, -1.12)
N (0.65, 4.92, -1.63)
O (-0.02, 5.94, -1.64)
O (1.80, 4.83, -2.00)
C (-2.63, 1.70, 0.23)
H (-7.82, 4.55, -0.80)
H (-6.97, 5.76, -1.77)
H (-7.34, 6.09, -0.07)
H (-5.39, 3.93, -1.07)
H (-5.72, 4.33, 0.65)
H (-3.14, 4.60, 0.94)
H (-2.24, 6.01, 0.32)
H (-2.10, 5.11, -1.90)
H (-3.19, 3.78, -1.55)
H (1.77, 2.39, -0.82)
H (-3.42, 1.76, -0.53)
H (-2.98, 2.22, 1.12)
H (-2.45, 0.66, 0.48)
C (2.29, -3.53, 0.27)
Si (2.61, -1.97, 1.30)
C (2.57, -2.46, 3.17)
C (1.23, -3.12, 3.50)
C (2.78, -1.26, 4.10)
C (3.69, -3.48, 3.42)
C (4.26, -1.20, 0.62)
C (4.89, -0.18, 1.57)
C (5.28, -2.32, 0.36)
C (3.94, -0.52, -0.72)
H (3.03, -4.30, 0.48)
H (2.33, -3.28, -0.79)
H (1.30, -3.94, 0.48)
H (0.41, -2.40, 3.42)
H (1.24, -3.49, 4.52)
H (1.01, -3.96, 2.83)
H (2.04, -0.47, 3.90)
H (3.77, -0.83, 3.99)
H (2.66, -1.57, 5.14)
H (3.58, -4.37, 2.78)
H (3.66, -3.82, 4.46)
H (4.68, -3.05, 3.24)
H (5.29, -0.66, 2.46)
H (4.17, 0.58, 1.88)
H (5.72, 0.33, 1.07)
H (5.53, -2.86, 1.27)
H (6.20, -1.88, -0.03)
H (4.92, -3.04, -0.38)
H (3.25, 0.32, -0.57)
H (3.49, -1.22, -1.43)
H (4.86, -0.12, -1.16)
C (0.52, -3.99, -2.53)
N (1.05, -2.81, -3.20)
C (1.86, -3.08, -4.38)
P (0.43, -1.32, -2.83)
O (0.85, -0.84, -1.48)
N (0.89, -0.19, -3.94)
C (2.11, 0.58, -3.75)
C (0.41, -0.23, -5.32)
N (-1.21, -1.53, -2.90)
C (-2.05, -0.44, -2.42)
C (-1.87, -2.39, -3.87)
H (1.34, -4.64, -2.22)
H (-0.13, -4.57, -3.19)
H (-0.04, -3.68, -1.65)
H (2.67, -3.77, -4.12)
H (2.31, -2.16, -4.75)
H (1.27, -3.55, -5.18)
H (2.41, 0.53, -2.71)
H (1.93, 1.63, -4.02)
H (2.93, 0.21, -4.38)
H (-0.56, -0.72, -5.37)
H (1.10, -0.76, -5.99)
H (0.30, 0.79, -5.69)
H (-1.45, 0.19, -1.76)
H (-2.90, -0.84, -1.86)
H (-2.43, 0.17, -3.24)
H (-1.15, -3.03, -4.38)
H (-2.40, -1.80, -4.63)
H (-2.60, -3.03, -3.36)